[1]
The following is a DFT calculation (ωB97M-V with the def2-TZVPD basis set) of a gas-phase ion, C9H16N (charge +1) at a distorted geometry.

ORCA input file:
```
! RIJCOSX wB97M-V def2-TZVPD def2/J DEFGRID3
* xyz 1 1
H 0.9676 2.5890 0.2867
C 1.6162 0.8382 -1.8899
C -0.4638 -0.5294 2.3643
H -1.4295 -0.9052 2.5259
C -1.1660 -0.6150 0.0497
H 1.4662 1.9298 1.9423
N 0.8957 0.5316 0.4131
C 0.7442 0.4295 -1.0172
C 1.5472 1.8296 0.7924
H -0.5625 -2.6013 0.7984
H 2.6440 1.1104 -1.4636
H -1.0561 1.1576 1.0460
H 0.2227 -1.4434 2.4666
H -2.2106 -0.5416 0.2033
C -0.4783 0.1979 1.0436
C -0.7530 0.0270 -1.2920
H 2.6241 2.1308 0.5696
C -1.5417 0.1500 -2.4053
H -1.1612 0.5157 -3.3814
H 0.0510 -2.2467 -0.8278
H -0.2433 0.2386 3.1475
H -1.6054 -2.7702 -0.5305
H -2.5364 -0.0883 -2.3837
C -0.7992 -2.1811 -0.0953
H 1.5438 0.4264 -2.9373
H 1.6844 -0.1799 0.5748
*
```

Properties
structure (SMILES): C=C1C(=C)[N@@H+](C)[C@H](C)[C@@H]1C
Kohn-Sham gap: 9.658 eV
energy relative to the best compared isomer or geometry (same formula, charge and spin): 291.5 kJ/mol

[2]
The following is a DFT calculation (ωB97M-V with the def2-TZVPD basis set) of 2 unconnected molecules or ions with the total composition C9H16N2OS at a distorted geometry.

ORCA input file:
```
! RIJCOSX wB97M-V def2-TZVPD def2/J DEFGRID3
* xyz 0 1
C -2.9799 0.4674 1.0980
H 2.8881 -1.6437 1.6864
H -2.5210 0.5081 2.1333
C 2.2855 -1.5618 0.7509
C 1.8637 -2.6491 0.1178
H 4.6596 2.2309 0.2691
C -0.6234 0.6764 0.5343
C -2.2172 -0.0163 -1.2372
C 0.8537 -0.1788 -0.6178
H 0.7050 -3.4584 -1.4247
N 1.9728 -0.3298 0.2692
H 3.2681 2.1579 -0.9562
H 4.3800 0.6957 -0.8228
H 2.2492 -3.6004 0.5642
N 0.3171 -1.4039 -1.1791
O -0.2643 0.3987 1.8712
H -3.3177 1.4634 0.8683
H -0.7374 1.7483 0.3630
H -3.1965 -0.3787 -1.3869
H 0.1904 1.1667 2.3709
H -1.7236 -1.1136 0.4338
C 3.8918 1.4783 -0.2157
C -1.8876 -0.0384 0.2048
H 1.0848 0.5703 -1.3974
H -1.4871 -0.5409 -1.9527
H -2.1918 1.0020 -1.6184
S 2.5881 1.0215 1.0506
C 0.8394 -2.5428 -0.8298
H -3.8451 -0.3182 0.9991
*
```

Properties
Kohn-Sham gap: 7.704 eV
energy relative to the best compared isomer or geometry (same formula, charge and spin): 391.6 kJ/mol

[3]
The following is a DFT calculation (ωB97M-V with the def2-TZVPD basis set) of a molecular structure, C9H16N2PPbS at a distorted geometry.

ORCA input file:
```
! RIJCOSX wB97M-V def2-TZVPD def2/J DEFGRID3
* xyz -1 1
Pb -1.4955 -0.4356 -2.2911
C 0.4750 0.3047 -3.1796
H 1.0637 1.2353 -3.0635
C -0.9868 -0.6953 2.9498
H -0.7096 1.4257 3.1620
H 0.3693 -2.9008 -1.5641
C 0.1028 -2.1057 -2.2877
H 1.4735 -0.4241 4.2458
H -0.2213 0.5617 -5.2389
C -0.3807 0.5041 3.6553
H -0.7395 0.5409 4.6872
C -0.1076 -0.0831 -4.3460
H -1.0507 3.4414 0.2204
H -2.0324 -0.5004 2.6770
H -0.9816 -3.3648 -3.7530
H 0.0736 3.9597 -1.4088
S 1.1555 -0.2564 -0.3805
C -0.7406 -1.3609 -4.4457
N -0.2458 -1.0353 1.7311
C 0.8429 -0.3613 1.2924
C -0.5257 -2.3909 -3.4740
H 2.4822 0.6217 1.9659
H -0.7359 -1.5333 0.9935
H -1.3632 -1.5865 -5.3601
N 1.5846 0.2453 2.2479
H 1.0095 3.1937 0.2660
P -0.0621 2.8111 -0.5861
H 1.5869 1.3358 4.0369
C 1.1312 0.4241 3.6351
H -0.9719 -1.5709 3.6129
*
```

Properties
Kohn-Sham gap (alpha / beta): 3.830 / 3.831 eV

[4]
The following is a DFT calculation (ωB97M-V with the def2-TZVPD basis set) of 2 unconnected molecules or ions with the total composition C9H16N3O at a distorted geometry.

ORCA input file:
```
! RIJCOSX wB97M-V def2-TZVPD def2/J DEFGRID3
* xyz 1 1
H -1.3644 2.0469 0.5218
C 2.2313 0.8813 -0.9543
H -2.9109 1.6788 2.6262
H -2.8648 -1.5818 -2.4631
C -1.8230 0.2470 1.5200
C -1.8558 -1.7686 0.1976
H 0.5294 1.5808 -0.3020
C -1.5996 0.9910 0.3640
C -2.0606 1.0539 2.8281
H 0.7379 -0.3677 -0.8572
H -1.1362 1.6673 2.8476
H -1.8384 -1.6022 2.4089
H 4.1930 1.6031 -0.5213
H 1.5504 2.9047 -0.6982
C -1.4913 0.3943 -0.9345
H 4.0217 0.4868 -1.7456
H 3.1532 -1.5235 0.1390
H -1.9331 -2.8624 0.1049
N 1.4627 1.8928 -0.5154
H 2.8511 -2.1302 -1.5053
N 3.5439 1.1434 -1.1405
H 1.4766 -2.1698 -0.2579
H -2.0883 0.3057 3.6291
N 1.7341 -0.3264 -1.1656
H -1.3448 0.9509 -1.8526
C -1.7660 -1.1405 1.4455
O -1.9808 -1.7187 -2.1057
C 2.3678 -1.6697 -0.6535
C -1.7949 -0.9671 -0.9599
*
```

Properties
Kohn-Sham gap: 9.287 eV
energy relative to the best compared isomer or geometry (same formula, charge and spin): 130.9 kJ/mol

[5]
The following is a DFT calculation (ωB97M-V with the def2-TZVPD basis set) of a gas-phase ion, C9H16N3O2 (charge +1) at a distorted geometry.

ORCA input file:
```
! RIJCOSX wB97M-V def2-TZVPD def2/J DEFGRID3
* xyz 1 1
H -2.1222 1.4991 0.2581
H 0.1314 -1.9745 2.9624
C -0.9085 -2.1642 -0.5839
C -1.4581 -0.8445 1.3269
H -1.9127 0.1644 -1.6230
H 1.8187 0.6914 -1.9973
C 2.0511 0.1634 0.0084
C 2.0447 1.2577 -1.1437
H 2.5664 0.6047 0.9084
H -0.4949 0.2650 -2.5408
C -1.1567 1.9944 0.3725
H -1.0407 2.8383 -0.2082
H -2.9008 -1.6579 -0.0737
H 2.9100 1.9235 -1.1818
N -1.3905 -2.7571 -1.6331
C -1.0607 0.8118 -1.8019
N 0.0190 -0.6464 1.2374
H -0.6918 -3.2868 -2.2842
H -2.4217 -2.8480 -1.7063
H -1.4125 1.7132 -2.2866
N -1.8328 -1.6323 0.2409
O 0.9149 2.0371 -0.8567
C 0.7122 -1.7021 2.0240
C -0.1707 1.2337 -0.5028
O -1.9430 -0.5008 2.3483
C 0.5791 0.0683 0.3217
H 0.7146 -2.6401 1.2316
H 2.6101 -0.7676 -0.2340
H -0.7121 1.9754 1.4099
H 1.6837 -1.3223 2.2857
*
```

Properties
Kohn-Sham gap: 9.167 eV
energy relative to the best compared isomer or geometry (same formula, charge and spin): 382.3 kJ/mol

[6]
The following is a DFT calculation (ωB97M-V with the def2-TZVPD basis set) of 2 unconnected molecules or ions with the total composition C9H16N3S2 at a distorted geometry.

ORCA input file:
```
! RIJCOSX wB97M-V def2-TZVPD def2/J DEFGRID3
* xyz 1 1
C -1.8935 -1.8850 1.1232
S -0.1154 2.7828 1.6896
H -0.9950 -0.1014 1.6338
S -0.8025 0.9335 -2.4539
H -1.7330 -2.9805 0.8671
C 1.2960 -0.8429 -0.4320
H 1.0760 3.3092 1.8574
N -0.2113 -0.7043 -0.2874
N -3.5872 -0.0334 -1.5580
H -2.2311 -1.8036 2.1425
H 2.8771 0.9376 -1.5751
H -5.5277 -0.7159 -1.3044
H 0.2544 -1.3901 1.4373
H -0.6561 3.8194 2.3616
H 1.6690 -1.8310 -0.0562
H 3.1184 2.0937 -0.1534
H 1.8015 2.1682 -1.0141
H 1.2215 0.8257 0.9233
H 0.4363 0.4191 -2.6334
C 1.9762 0.3268 0.3187
C -2.4930 -0.3035 -0.8106
C 2.4716 1.4410 -0.6476
C -1.1272 -0.1242 -1.1341
C -2.8907 -1.3290 0.1061
N -4.1490 -1.6374 -0.0532
H 2.7784 0.0158 1.0292
H 1.5564 -0.8915 -1.4596
C -4.5355 -0.8095 -1.0327
C -0.6844 -0.9568 1.0413
H -3.7452 0.6466 -2.2663
*
```

Properties
Kohn-Sham gap: 8.318 eV
energy relative to the best compared isomer or geometry (same formula, charge and spin): 34.6 kJ/mol

[7]
The following is a DFT calculation (ωB97M-V with the def2-TZVPD basis set) of 2 unconnected molecules or ions with the total composition C9H16N7 at a distorted geometry.

ORCA input file:
```
! RIJCOSX wB97M-V def2-TZVPD def2/J DEFGRID3
* xyz 1 1
H 4.9403 1.2663 -1.2443
C 3.4887 0.6588 -0.2834
H 4.3528 2.5453 -0.1688
H -1.0165 -3.8424 -0.6274
H -1.2438 3.0694 -0.4492
H -0.3205 -3.0576 1.5615
H -2.7701 1.6488 0.9962
N 3.7219 -0.4319 -1.0810
C 1.4941 -0.4414 0.3888
C 2.3039 0.6584 0.4659
H -3.8480 1.1461 -1.8787
H -2.1724 -2.5816 -0.6241
C 0.5817 1.0413 1.6199
N 0.3303 -0.2046 1.0395
H -2.4402 3.0388 -1.6327
H 3.0981 -2.2273 -1.9239
C -2.2205 2.9301 -0.5841
H 0.9677 -2.0798 -0.2546
C -2.9027 1.6749 -0.1092
N 1.6800 -1.4445 -0.4889
N 4.4528 1.5594 -0.3875
N -0.4884 -2.4355 0.8058
C 2.8104 -1.3606 -1.2265
H -1.4301 -0.7675 1.8314
H -2.2924 -3.7500 0.6422
N 1.7665 1.5683 1.3687
C -0.6917 -1.0880 1.1505
H -0.2011 1.3169 2.3198
N -3.6664 0.9270 -0.8719
H -2.8008 3.6639 -0.0427
C -1.5403 -3.1487 0.0305
H -3.9436 0.1476 -0.3421
*
```

Properties
Kohn-Sham gap (alpha / beta): 7.433 / 3.864 eV
energy relative to the best compared isomer or geometry (same formula, charge and spin): 14.4 kJ/mol

[8]
The following is a DFT calculation (ωB97M-V with the def2-TZVPD basis set) of 2 unconnected molecules or ions with the total composition C9H16NO at a distorted geometry.

ORCA input file:
```
! RIJCOSX wB97M-V def2-TZVPD def2/J DEFGRID3
* xyz 1 1
H 2.7011 -0.0264 -1.0104
H 1.5759 -1.9500 -2.0100
H 0.8161 1.3014 3.9403
C -0.7740 0.7452 2.5046
H 0.4076 0.3081 -2.0699
H -3.2671 0.9735 0.2070
H 2.0743 -1.4942 -3.6190
C -1.8472 1.2767 1.8036
N 0.4942 -0.3724 -2.8308
H 0.5120 0.1982 -3.6750
C -0.2087 1.5199 3.6558
H 0.7652 -0.7568 2.4383
O -2.2493 -1.2138 -0.8601
H -0.3377 -0.9664 -2.8120
H 3.8255 -0.5361 -2.2403
C 1.8048 -1.0967 -2.6429
H -2.3177 2.1937 2.1040
H 2.7845 0.8397 -2.5459
C 2.8226 -0.1465 -2.0816
H -0.2786 2.5956 3.4712
C -0.6906 -1.0818 0.9144
C -0.1846 -0.4288 2.0388
H -0.3559 -2.0918 0.7310
C -2.3321 0.6667 0.6469
H -0.7951 1.4284 4.5772
H -3.1927 -1.3674 -0.8648
C -1.7524 -0.5180 0.2295
*
```

Properties
Kohn-Sham gap: 8.377 eV
energy relative to the best compared isomer or geometry (same formula, charge and spin): 20.1 kJ/mol

no.,energy (hartree)
1,-406.9385
2,-935.3254
3,-1394.2028
4,-591.8057
5,-666.9347
6,-1312.9035
7,-735.4552
8,-482.2852